[1]
# C18H19NO9

An isolated molecule of C18H19NO9 at a distorted geometry (ωB97M-V/def2-TZVPD, the Open Molecules 2025 dataset).

The energy above the lowest of the compared OMol25 structures with the same formula, charge and spin is 0.0 kcal/mol. The HOMO energy is -9.7657 eV. For the LUMO energy, the calculation gives -0.3435 eV. The HOMO-LUMO gap is 9.4 eV.

XYZ file:
```
47
C18H19NO9 | the Open Molecules 2025 dataset | ωB97M-V/def2-TZVPD
O 2.1932 1.3711 0.8552
C 1.2186 0.8673 0.3339
O 0.2499 1.5618 -0.2981
C -0.1675 2.7841 0.3154
O -1.4935 2.8984 -0.1616
C -2.1449 4.2412 0.0103
C -3.4927 4.1764 -0.6940
O -4.5246 4.5836 -0.1788
O -3.4348 3.6512 -1.9698
C -1.2470 5.4015 -0.5499
O -1.7386 6.6656 -0.1746
C 0.0932 5.3006 0.1474
O 0.9940 6.2995 -0.3476
C 0.7539 3.9442 -0.1727
O 2.0704 3.9306 0.4612
C 1.0757 -0.6237 0.3255
C 2.0860 -1.4521 0.8084
C 1.9229 -2.8484 0.8297
C 0.7653 -3.4632 0.2426
C 0.6457 -4.9501 0.3033
C 1.4888 -5.7456 -0.7016
N 0.5582 -6.7131 -1.2245
C -0.5638 -6.8264 -0.4748
O -1.2822 -7.8299 -0.4934
C -0.6740 -5.6661 0.4889
C 0.3626 -5.6355 1.6369
C -0.1902 -2.6330 -0.3230
C -0.0455 -1.2340 -0.2600
H -0.1529 2.7543 1.4315
H -2.3219 4.3883 1.0691
H -4.3505 3.5514 -2.2915
H -1.1406 5.2969 -1.6314
H -0.9854 7.2692 -0.2764
H -0.0486 5.4387 1.2307
H 1.9060 6.0179 -0.1294
H 0.8953 3.8633 -1.2671
H 2.3279 2.9884 0.6480
H 3.0230 -1.0441 1.1825
H 2.7070 -3.4589 1.2618
H 1.8717 -5.0981 -1.4886
H 2.3627 -6.2073 -0.1957
H 0.8940 -7.5246 -1.7004
H -1.5904 -5.0764 0.5353
H 0.1536 -5.0314 2.5158
H 0.9007 -6.5871 1.7929
H -1.0681 -2.9864 -0.8000
H -0.8627 -0.6102 -0.6209
```

[2]
# C18H20BrClF24GaO3

A structure of composition C18H20BrClF24GaO3 at a distorted geometry (ωB97M-V/def2-TZVPD, the Open Molecules 2025 dataset).

The HOMO energy is -4.8420 eV. For the LUMO energy, the calculation gives 1.5104 eV. Its total charge is -1. The HOMO-LUMO gap is 6.4 eV.

XYZ file:
```
68
C18H20BrClF24GaO3 | the Open Molecules 2025 dataset | ωB97M-V/def2-TZVPD
Cl -6.8959 -2.5207 -3.8159
Ga -5.2089 -3.9275 -4.5457
C -3.8209 -4.2029 -3.0518
C -2.3297 -3.9921 -3.4884
C -1.9383 -2.5126 -3.8165
Br -2.6921 -1.1665 -2.5910
H -4.5935 -3.4639 -5.9485
H -5.9481 -5.3474 -4.8221
H -4.0980 -3.6241 -2.1333
H -3.9064 -5.2807 -2.7408
H -1.6889 -4.3031 -2.6166
H -2.0626 -4.6622 -4.3408
H -2.1676 -2.2630 -4.8804
H -0.8243 -2.4434 -3.7423
C -3.6967 -1.1631 1.1131
C -4.7254 -2.3209 1.0589
C -5.8971 -2.2905 2.0489
F -5.5169 -2.3258 3.3390
F -6.6854 -3.3770 1.8607
F -4.0609 -3.4949 1.1358
F -5.2764 -2.2770 -0.1781
O -2.4576 -1.3679 1.8289
C -2.3800 -1.1642 3.2078
C -2.0760 -2.4529 3.9820
F -2.9794 -3.4142 3.7426
F -2.0920 -2.2129 5.3162
F -3.4762 -0.5273 3.6438
F -1.3529 -0.3023 3.4035
H -3.3629 -1.0283 0.0826
H -4.1601 -0.2132 1.3827
H -6.5124 -1.4001 1.8947
H -1.0943 -2.8422 3.7042
C 4.3783 0.9529 4.5274
C 4.6676 0.4001 3.1093
C 4.9895 1.4049 1.9959
F 3.9963 2.2706 1.7509
F 5.2095 0.7447 0.8300
F 3.6548 -0.4114 2.7453
F 5.7676 -0.3973 3.2325
O 3.0123 1.1151 4.9518
C 2.2946 2.2768 4.6327
C 1.1062 2.0011 3.7029
F 1.4883 1.4000 2.5627
F 0.4993 3.1590 3.3567
F 3.1291 3.2187 4.1642
F 1.8170 2.7545 5.7983
H 4.7572 0.1910 5.2106
H 4.9686 1.8435 4.7473
H 5.8930 1.9733 2.2330
H 0.3763 1.3532 4.1923
C 2.4785 2.8600 -1.6714
C 2.6224 1.6232 -2.5934
C 4.0204 1.2784 -3.1234
F 4.5641 2.2450 -3.8801
F 3.9520 0.1770 -3.9115
F 1.7390 1.7332 -3.6068
F 2.2202 0.5533 -1.8540
O 2.0358 4.1052 -2.2503
C 2.9415 4.9769 -2.8650
C 2.6757 5.1385 -4.3670
F 2.7006 3.9639 -5.0158
F 3.6247 5.9247 -4.9279
F 4.2022 4.6129 -2.5850
F 2.7660 6.1781 -2.2753
H 1.6734 2.6102 -0.9783
H 3.3546 3.0039 -1.0379
H 4.7047 1.0587 -2.2992
H 1.6963 5.5910 -4.5350
```

[3]
# C18H20BrN2V

A structure of composition C18H20BrN2V at a distorted geometry (ωB97M-V/def2-TZVPD, the Open Molecules 2025 dataset).

The HOMO energy (spin up / spin down) is -18.5142 / -18.5635 eV. The multiplicity is 2. For the LUMO energy (spin up / spin down), the calculation gives -13.3969 / -12.6828 eV. Its total charge is +3. As for the expectation value of S²: 0.80. The HOMO-LUMO gap (spin up / spin down) is 5.1 / 5.9 eV.

XYZ file:
```
42
C18H20BrN2V | the Open Molecules 2025 dataset | ωB97M-V/def2-TZVPD
V -13.2855 4.0858 -3.4423
C -15.3692 5.6251 -5.1577
C -14.5589 5.7255 -3.8777
C -13.2589 6.3811 -3.8591
C -12.6573 6.8311 -2.6509
C -11.4501 7.7712 -2.8277
C -13.2211 6.3762 -1.4954
C -14.3652 5.5107 -1.4123
C -14.8490 5.0398 -0.0735
C -15.0152 5.1317 -2.6430
H -16.1316 4.8655 -5.1505
H -14.7757 5.4940 -6.0937
H -15.8651 6.6215 -5.2865
H -12.9101 6.7211 -4.8274
H -11.7327 8.7977 -2.6527
H -11.0427 7.7884 -3.8500
H -10.5726 7.6144 -2.1829
H -12.9222 6.7963 -0.5312
H -14.1847 5.3565 0.7267
H -14.9043 3.9493 -0.0076
H -15.8623 5.4392 0.1943
H -15.9621 4.5776 -2.6160
N -13.7419 2.4274 -2.3194
C -12.5238 1.6843 -2.1831
C -12.5518 0.3102 -2.0187
C -11.3859 -0.4032 -1.9539
C -10.1359 0.1742 -2.2178
C -10.0434 1.5649 -2.4140
C -8.8520 2.3057 -2.7285
C -8.8989 3.6588 -2.9923
C -10.1183 4.2825 -3.1733
N -11.2724 3.6520 -2.7875
C -11.2515 2.3336 -2.4015
H -14.1173 2.8801 -1.5221
H -14.4940 1.8540 -2.7620
H -13.5102 -0.2138 -1.9514
H -11.4217 -1.5122 -1.9252
H -9.2901 -0.4502 -2.4014
H -7.8523 1.8860 -2.7291
H -7.9524 4.1746 -3.2610
H -10.2735 5.2102 -3.7452
Br -13.3689 3.1153 -5.5194
```

[4]
# C18H20BrNO5

An isolated molecule of C18H20BrNO5 at a distorted geometry (ωB97M-V/def2-TZVPD, the Open Molecules 2025 dataset).

The energy above the lowest of the compared OMol25 structures with the same formula, charge and spin is 73.6 kcal/mol. The HOMO energy is -8.7383 eV. For the LUMO energy, the calculation gives 0.1626 eV. The HOMO-LUMO gap is 8.9 eV.

XYZ file:
```
45
C18H20BrNO5 | the Open Molecules 2025 dataset | ωB97M-V/def2-TZVPD
C -3.0203 -1.7820 -2.6865
C -1.6256 -1.9241 -3.2038
C -0.4014 -1.9361 -2.4316
C -0.0226 -1.8321 -1.0206
O -0.8263 -2.2022 -0.2666
O 1.1867 -1.3354 -0.6667
C 1.2784 -0.6929 0.6066
C 0.4369 0.6313 0.9401
O -0.4299 0.9060 0.2110
N 0.4592 1.1776 2.2284
C 1.4158 0.5663 3.2069
C 1.7212 1.6696 4.2056
C 2.9996 1.4363 5.0158
O 0.5645 1.9263 5.0402
C -0.5604 2.2999 4.2876
C -0.4685 3.8703 4.1994
C -0.7857 1.6796 2.8284
O 0.7046 -1.8565 -3.3222
C 0.1826 -1.8879 -4.5726
C 0.9756 -1.8893 -5.7333
C 0.2804 -2.0279 -6.8673
C -1.1211 -2.1722 -6.8851
Br -2.0437 -2.4772 -8.6045
C -1.8744 -2.0889 -5.7185
C -1.1875 -1.9264 -4.5653
H -3.3685 -0.8197 -2.9316
H -3.0667 -1.6610 -1.5923
H -3.8307 -2.4900 -2.9701
H 2.2939 -0.5285 0.9016
H 0.9649 -1.4752 1.3235
H 2.3079 0.3092 2.6411
H 1.0837 -0.2778 3.7653
H 1.9529 2.5872 3.5413
H 3.1006 2.2251 5.7884
H 2.9069 0.3874 5.4601
H 3.8195 1.5374 4.3198
H -1.4323 2.0105 4.9032
H -0.2751 4.2724 5.1713
H 0.1263 4.3559 3.4244
H -1.4404 4.2631 3.9369
H -1.4970 2.2987 2.1837
H -1.4304 0.7881 2.9990
H 2.0467 -1.6887 -5.6649
H 0.9085 -2.0888 -7.7424
H -3.0089 -2.1375 -5.6834
```

[5]
# C18H20Cl2F2MgN2O2S

A structure of composition C18H20Cl2F2MgN2O2S at a distorted geometry (ωB97M-V/def2-TZVPD, the Open Molecules 2025 dataset).

The energy above the lowest of the compared OMol25 structures with the same formula, charge and spin is 4.4 kcal/mol. The HOMO energy is -0.9788 eV. For the LUMO energy, the calculation gives 4.3108 eV. Its total charge is -2. The HOMO-LUMO gap is 5.3 eV.

XYZ file:
```
48
C18H20Cl2F2MgN2O2S | the Open Molecules 2025 dataset | ωB97M-V/def2-TZVPD
Mg -0.1164 -1.5059 0.3933
Cl -1.6912 1.8859 1.5841
C -1.4590 3.5867 1.1791
C -0.6363 4.3394 2.0430
C -0.5353 5.7113 1.9161
C -1.1419 6.3482 0.8212
C -1.7828 5.6223 -0.1808
Cl -2.4398 6.4525 -1.5001
C -1.9714 4.1521 -0.0788
S -2.6008 3.3293 -1.3846
H -0.3147 3.8310 2.9458
H -0.1216 6.3212 2.6989
H -1.1806 7.4372 0.7105
C 1.8747 -3.8766 0.5685
N 1.2529 -3.0089 -0.4531
C 0.4822 -3.7996 -1.4736
C 2.3897 -2.1687 -1.0621
C 1.8139 -1.0052 -1.7370
C 2.3311 -0.5483 -2.9810
C 1.8207 0.5096 -3.6617
C 0.7916 1.2366 -3.0577
C 0.3114 0.8140 -1.8059
C 0.8049 -0.3170 -1.1696
H 2.5608 -4.6293 0.1058
H 1.0879 -4.3849 1.1317
H 2.4803 -3.2950 1.2497
H 0.9264 -4.8098 -1.5907
H 0.1882 -3.2644 -2.3780
H -0.4974 -4.0789 -0.9416
H 3.0486 -2.7685 -1.7615
H 3.0011 -1.8525 -0.2673
H 3.1091 -1.1598 -3.5241
H 2.2192 0.7109 -4.6347
H 0.3769 2.1182 -3.5189
H -0.5677 1.3382 -1.4326
N -1.6925 -1.5277 2.1391
C -0.8626 -1.8409 3.3247
C 0.6601 -1.4744 3.1522
O 1.3084 -1.4025 4.1701
O 1.0403 -1.3683 1.8978
H -2.4400 -0.8315 2.2967
H -2.1415 -2.4133 1.8156
H -0.9467 -2.9181 3.5247
H -1.1997 -1.2718 4.1851
F -3.0878 -1.8634 -0.1981
C -2.0132 -1.1487 -0.6381
F -2.1510 -1.1219 -2.0802
H -2.2884 -0.0887 -0.3419
```